{"formula": "C5H8N2O", "method": "wB97M-V/def2-TZVPD", "homo_lumo_gap_ev": 8.66, "e_above_lowest_kcal_mol": 45.9, "lumo_ev": 0.779, "symbols": ["C", "C", "N", "C", "N", "C", "C", "O", "H", "H", "H", "H", "H", "H", "H", "H"], "coordinates": [[0.400, 2.395, -0.194], [-0.105, 1.279, -1.145], [-1.109, 0.581, -0.509], [-0.748, -0.534, 0.045], [0.489, -1.123, 0.141], [0.467, -2.268, 0.927], [-0.847, -2.515, 1.143], [-1.572, -1.470, 0.561], [1.040, 3.070, -0.863], [-0.541, 2.858, 0.150], [0.904, 1.914, 0.640], [0.739, 0.669, -1.617], [-0.559, 1.695, -2.119], [1.345, -0.543, -0.015], [1.427, -2.702, 1.293], [-1.331, -3.306, 1.561]]}



{"formula": "C5H6CoLi2O4", "method": "wB97M-V/def2-TZVPD", "charge": 2, "homo_lumo_gap_ev": [8.04, 7.04], "multiplicity": 4, "e_above_lowest_kcal_mol": 0.0, "lumo_ev": [-7.962, -8.867], "symbols": ["O", "C", "O", "Co", "Li", "O", "Li", "C", "O", "C", "H", "H", "H", "C", "C", "H", "H", "H"], "coordinates": [[0.956, -0.950, -0.633], [1.488, -0.524, 0.429], [1.990, 0.653, 0.336], [0.771, 1.073, -1.247], [3.187, 1.489, 1.507], [-1.121, 1.126, -1.419], [-0.458, -1.844, -1.561], [-1.729, 0.026, -1.216], [-3.038, 0.209, -1.238], [-3.880, -0.844, -0.785], [-4.761, -0.384, -0.326], [-4.189, -1.480, -1.626], [-3.349, -1.449, -0.039], [1.241, -1.199, 1.712], [0.428, -0.779, 2.705], [1.991, -1.960, 1.936], [0.486, -1.248, 3.688], [-0.443, -0.145, 2.523]]}



{"formula": "C3H4N3O2", "method": "wB97M-V/def2-TZVPD", "charge": 1, "homo_lumo_gap_ev": [7.04, 6.88], "e_above_lowest_kcal_mol": 150.0, "lumo_ev": [-8.381, -8.540], "symbols": ["H", "N", "C", "C", "N", "O", "N", "C", "O", "H", "H", "H"], "coordinates": [[-2.532, 0.388, 0.181], [-1.936, -0.272, 0.694], [-0.736, -0.209, 0.745], [0.165, 0.926, -0.032], [-0.600, 1.668, -0.681], [-1.748, 1.961, -0.943], [1.528, 0.823, 0.018], [2.309, -0.258, 0.390], [3.424, -0.352, -0.032], [-0.268, -0.971, 1.245], [2.116, 1.664, -0.370], [1.891, -0.929, 1.152]]}



{"formula": "H22O11", "method": "wB97M-V/def2-TZVPD", "charge": 1, "homo_lumo_gap_ev": [11.30, 2.25], "multiplicity": 2, "e_above_lowest_kcal_mol": 34.4, "lumo_ev": [-3.260, -11.163], "symbols": ["O", "H", "H", "O", "H", "H", "O", "H", "H", "O", "H", "H", "O", "H", "H", "O", "H", "H", "O", "H", "H", "O", "H", "H", "O", "H", "H", "O", "H", "H", "O", "H", "H"], "coordinates": [[-3.636, -0.041, -2.190], [-3.952, 0.752, -2.624], [-3.378, 0.251, -1.315], [-3.151, 1.519, 1.704], [-2.307, 1.188, 2.012], [-3.716, 1.493, 2.476], [-2.453, -1.315, 1.505], [-2.070, -1.311, 2.383], [-3.397, -1.368, 1.656], [3.394, 1.224, 0.332], [2.867, 0.746, -0.309], [3.617, 2.045, -0.105], [3.722, -1.500, 0.979], [2.789, -1.675, 0.856], [3.796, -0.547, 0.932], [0.041, 0.179, -3.489], [0.115, 0.050, -2.543], [-0.064, -0.703, -3.844], [1.117, 0.943, 2.499], [1.535, 0.454, 1.789], [1.119, 0.337, 3.240], [2.906, -0.653, -1.652], [3.446, -1.414, -1.864], [2.452, -0.447, -2.469], [-0.307, 0.099, -0.808], [0.382, -0.354, -0.321], [-1.119, -0.160, -0.372], [-1.634, 2.775, -0.334], [-2.283, 2.433, 0.282], [-0.987, 2.074, -0.414], [0.663, -2.086, 0.634], [0.385, -2.539, 1.430], [0.107, -2.449, -0.055]]}



{"formula": "C7H10N5", "method": "wB97M-V/def2-TZVPD", "charge": 1, "homo_lumo_gap_ev": 6.85, "e_above_lowest_kcal_mol": 158.7, "lumo_ev": -6.335, "symbols": ["C", "C", "C", "C", "C", "N", "C", "N", "N", "C", "N", "N", "H", "H", "H", "H", "H", "H", "H", "H", "H", "H"], "coordinates": [[-1.276, 2.072, 0.730], [-0.672, 0.687, 0.522], [-1.341, -0.515, 0.681], [-0.817, -1.928, 0.224], [-1.092, -2.208, -1.252], [0.540, -2.128, 0.593], [1.526, -1.427, 0.548], [2.469, -0.643, 0.487], [3.085, 0.314, -0.130], [2.560, 1.338, -0.658], [1.235, 1.674, -0.409], [0.468, 0.633, -0.196], [-1.159, 2.256, 1.751], [-2.271, 1.992, 0.407], [-0.773, 2.754, 0.166], [-2.291, -0.371, 1.129], [-1.508, -2.466, 0.898], [-2.182, -1.984, -1.336], [-0.672, -3.128, -1.374], [-0.430, -1.439, -1.726], [3.360, 1.874, -1.100], [1.241, 2.644, 0.043]]}